[1]
Entry from the Open Molecules 2025 dataset: a cluster of 11 separate species, C29H85N5O14 in total in a non-equilibrium geometry (the ωB97M-V functional and the def2-TZVPD basis).

## Properties
* energy above the lowest of the compared OMol25 structures with the same formula, charge and spin: 99.63 kJ/mol
* multiplicity: 1
* F_max: 3.039 eV Å⁻¹
* total energy: -2482.7741 Ha
* HOMO: -8.097 eV
* total charge: 0
* LUMO energy: 0.15 eV
* structure (SMILES): COC[C@H](C)N.COC[C@H](C)N.COC[C@H](C)N.COC[C@H](C)N.COC[C@H](C)N.OCCO.OCCO.OCCO.CO.CO.CO

Element x y z (Å)
C -0.239 -0.931 1.211
C 0.339 -0.996 -0.193
O 1.595 -0.378 -0.343
O -0.581 0.402 1.635
H 0.530 -1.360 1.854
H -1.170 -1.496 1.263
H -0.304 -0.543 -0.948
H 0.371 -2.056 -0.443
H 1.434 0.452 -0.798
H 0.233 0.910 1.648
C -1.558 1.429 -4.610
C -1.535 2.984 -4.298
O -2.717 3.356 -3.652
O -1.027 0.662 -3.583
H -1.139 1.156 -5.579
H -2.589 1.135 -4.807
H -1.491 3.519 -5.246
H -0.662 3.317 -3.736
H -3.417 3.303 -4.306
H -1.125 -0.269 -3.795
C 5.318 -2.795 1.008
C 4.220 -1.761 0.992
O 4.266 -0.981 -0.173
O 5.225 -3.598 -0.095
H 5.330 -3.476 1.858
H 6.291 -2.317 0.894
H 4.298 -1.024 1.791
H 3.227 -2.209 1.042
H 3.360 -0.707 -0.336
H 5.293 -2.955 -0.805
C 2.384 -0.227 4.552
O 3.764 0.085 4.692
H 2.100 -1.216 4.912
H 1.780 0.518 5.070
H 2.173 -0.311 3.486
H 3.938 0.900 4.216
C 2.894 2.796 2.291
O 3.555 2.734 3.517
H 2.083 2.069 2.258
H 2.425 3.767 2.137
H 3.558 2.506 1.476
H 4.127 3.502 3.449
C 1.585 -4.143 2.640
O 1.036 -4.181 1.296
H 1.484 -4.988 3.320
H 2.662 -3.972 2.621
H 1.093 -3.313 3.147
H 0.078 -4.193 1.346
C 1.144 3.669 -0.911
C 1.982 3.061 -2.029
C 3.538 3.065 -1.700
O 3.924 4.435 -1.597
C 5.337 4.580 -1.522
N 1.596 1.697 -2.284
H 0.170 3.853 -1.366
H 1.588 4.603 -0.567
H 0.972 3.055 -0.027
H 1.726 3.660 -2.902
H 4.116 2.530 -2.453
H 3.701 2.536 -0.761
H 5.504 5.592 -1.152
H 5.760 4.454 -2.518
H 5.654 3.794 -0.837
H 0.712 1.662 -2.770
H 2.256 1.282 -2.927
C 2.458 -1.618 -3.433
C 3.084 -0.774 -4.646
C 2.110 -0.550 -5.749
O 2.691 0.216 -6.815
C 1.912 0.394 -7.947
N 3.529 0.492 -4.041
H 1.862 -2.444 -3.820
H 1.799 -0.942 -2.887
H 3.270 -2.051 -2.850
H 3.954 -1.277 -5.068
H 1.281 0.010 -5.316
H 1.689 -1.503 -6.070
H 2.439 1.051 -8.639
H 0.899 0.706 -7.692
H 1.851 -0.580 -8.431
H 3.904 1.079 -4.771
H 4.304 0.167 -3.481
C -3.463 -5.502 1.589
C -2.083 -4.983 1.262
C -2.267 -3.985 0.140
O -2.966 -2.788 0.470
C -3.512 -2.058 -0.564
N -1.575 -4.274 2.342
H -3.871 -6.000 0.709
H -4.148 -4.700 1.863
H -3.475 -6.118 2.488
H -1.447 -5.785 0.889
H -2.824 -4.591 -0.575
H -1.380 -3.670 -0.409
H -4.181 -1.303 -0.151
H -4.138 -2.735 -1.144
H -2.855 -1.623 -1.318
H -1.988 -3.356 2.269
H -1.960 -4.593 3.219
C -2.167 2.482 0.017
C -3.426 1.570 -0.120
C -4.783 2.189 0.287
O -4.733 2.591 1.670
C -5.062 3.987 1.893
N -3.393 1.208 -1.568
H -1.986 2.806 1.042
H -2.277 3.410 -0.544
H -1.245 1.965 -0.249
H -3.368 0.672 0.496
H -5.587 1.458 0.200
H -5.069 2.986 -0.399
H -5.880 4.445 1.337
H -4.175 4.607 1.767
H -5.267 4.144 2.952
H -3.423 1.979 -2.220
H -2.516 0.786 -1.839
C -4.144 -0.629 3.049
C -3.346 0.007 4.228
C -2.283 -0.925 4.820
O -2.806 -2.042 5.497
C -3.325 -1.779 6.781
N -2.716 1.126 3.655
H -4.500 -1.585 3.432
H -3.614 -0.948 2.151
H -4.965 0.061 2.850
H -4.053 0.391 4.964
H -1.601 -0.323 5.420
H -1.700 -1.248 3.957
H -3.909 -2.541 7.298
H -3.831 -0.816 6.850
H -2.358 -1.662 7.269
H -3.342 1.819 3.271
H -2.234 0.860 2.808

---

[2]
Entry from the Open Molecules 2025 dataset: a structure of composition C5H15BBrFOSb in a non-equilibrium geometry (the ωB97M-V functional and the def2-TZVPD basis).

## Properties
* multiplicity: 1
* F_max: 3.089 eV Å⁻¹
* total energy: -3213.6849 Ha
* HOMO: -4.571 eV
* total charge: -1
* LUMO energy: 3.13 eV

Element x y z (Å)
C -2.557 1.519 0.700
B -1.006 1.701 0.188
O -0.830 2.152 -1.237
Sb 0.839 1.385 1.365
F 2.421 1.139 2.696
Br -0.652 0.092 3.097
C 1.316 -0.563 0.477
C 0.566 -0.956 -0.919
C 1.565 -2.083 -1.653
C -0.865 -1.794 -0.689
H -3.041 0.474 0.404
H -3.200 2.332 0.109
H -2.705 1.784 1.843
H -0.155 2.899 -1.247
H 0.508 2.900 2.180
H 1.853 2.295 0.221
H 1.155 -1.433 1.266
H 2.486 -0.579 0.245
H 0.470 -0.095 -1.706
H 0.895 -2.894 -2.202
H 2.230 -2.599 -0.826
H 2.202 -1.560 -2.501
H -1.353 -2.073 -1.715
H -0.542 -2.799 -0.134
H -1.600 -1.246 0.037

---

The records above give, respectively, orbital gap values of 8.24 7.70 eV.